Molecular formula: C2H6N2O
Method: DFT, ωB97M-V/def2-TZVPD

Calculated values
- E_tot (eV) = -7197.1601
- spin multiplicity = 1
- SMILES = N/N=C\CO
- relative energy (zero: lowest compared OMol25 entry of this formula, charge and spin) (eV) = 2.627
- Kohn-Sham gap (eV) = 10.036
- largest force on an atom (hartree/bohr) = 0.063
- HOMO (eV) = -9.1

XYZ file:
```
11
Properties=species:S:1:pos:R:3:forces:R:3:mulliken_charge:R:1
O -1.843 -0.684 -1.078 0.0 0.2 0.6 -0.51
N 1.531 0.212 -0.191 -2.4 -1.5 -0.2 -0.42
H 0.544 -1.114 -1.460 0.5 0.1 -0.3 0.41
N 1.217 0.910 0.982 2.7 1.7 -0.6 -0.46
H 2.144 1.236 1.331 -1.4 -0.3 0.0 0.29
C -0.924 -0.317 -0.065 1.3 0.3 -0.2 -0.53
H -1.830 0.032 -1.710 -0.2 0.2 -0.4 0.33
C 0.492 -0.445 -0.615 0.6 0.5 0.7 0.04
H -0.964 0.707 0.334 -0.6 0.1 -0.5 0.31
H 0.737 0.388 1.671 -0.4 -0.7 0.7 0.18
H -1.104 -0.926 0.801 -0.1 -0.7 0.3 0.33
```
Forces are in eV/Å.